1.
{"formula": "C25H55BeNPS3", "method": "ωB97M-V with the def2-TZVPD basis set", "charge": 1, "relative_energy_ev": 11.418, "gap_ev": 3.77, "homo_energy_ev": -10.94, "e_tot_ev": -70475.5810, "mol_weight_g_mol": 505.91, "species": ["S", "S", "S", "P", "N", "C", "C", "C", "C", "C", "C", "C", "C", "C", "C", "C", "C", "C", "C", "C", "C", "C", "C", "C", "C", "C", "C", "C", "C", "C", "Be", "H", "H", "H", "H", "H", "H", "H", "H", "H", "H", "H", "H", "H", "H", "H", "H", "H", "H", "H", "H", "H", "H", "H", "H", "H", "H", "H", "H", "H", "H", "H", "H", "H", "H", "H", "H", "H", "H", "H", "H", "H", "H", "H", "H", "H", "H", "H", "H", "H", "H", "H", "H", "H", "H", "H"], "xyz": [[2.6887, 2.7275, -2.4239], [1.9784, 0.2348, 2.0941], [0.1746, 0.6480, -0.4987], [4.6024, 1.9982, 0.0196], [-0.8632, -0.6256, 1.7047], [4.8733, 0.1811, -0.5022], [-6.2659, 0.6262, 0.3567], [-1.4657, 0.2117, 2.8108], [-0.6033, -4.5205, -1.6630], [-5.9723, 0.5988, -2.3887], [1.6074, 3.7570, -1.2927], [4.5280, 3.8005, 0.6961], [-4.0601, 0.4628, 1.9386], [-2.5850, 1.2195, 2.0846], [0.3925, 0.0508, 1.1148], [1.8787, -5.2114, -0.8435], [-0.9077, -2.9215, -1.3595], [1.6349, 5.3708, -1.5807], [0.9900, -4.6080, -2.0885], [-6.6807, -0.1196, -1.0666], [3.7516, 3.9081, 2.1708], [3.6667, -0.8505, -0.0936], [3.3241, -0.9266, 1.5070], [-1.4725, -3.1837, 1.3322], [4.4720, 2.6373, -1.7816], [-0.5743, -2.0480, 2.1285], [-6.1854, 2.2204, -2.2673], [1.9555, -4.2167, 0.4585], [-4.6351, 0.8421, 0.4388], [-2.0256, -2.7022, -0.1362], [6.9505, -1.0553, 0.7238], [1.2803, 5.8966, -0.5699], [2.9808, -5.3472, -1.2367], [-7.0877, 2.5025, -1.5390], [-6.5947, -0.0483, 1.2642], [-1.3384, -4.9049, -2.5051], [6.0595, 2.1555, -0.0107], [-6.4141, 0.1251, -3.3853], [-4.0262, 0.1749, -0.3276], [0.4999, 3.3697, -1.4147], [0.5684, -2.2973, 2.0450], [-4.8095, 0.7304, 2.7967], [-2.2378, 1.4269, 0.9649], [-0.6473, 0.8403, 3.3946], [2.7769, 3.2652, 2.0660], [2.7566, -0.6147, -0.7905], [4.7264, 1.5609, 1.4079], [-7.8495, 0.0345, -1.1791], [-1.3786, -2.4939, -2.3695], [4.8685, 3.7622, -1.8204], [3.1694, 1.8526, 0.0173], [-6.4764, -1.2928, -1.0298], [-2.9228, -3.4372, -0.4167], [3.0975, -4.1731, 0.7933], [-6.8211, 1.6620, 0.4761], [0.8049, 5.6667, -2.3791], [-5.2064, 2.7279, -1.8154], [4.4557, 3.5854, 3.0499], [1.6465, -3.0919, 0.2209], [-6.4286, 2.7618, -3.2855], [4.3084, -0.6362, 2.1161], [-4.8370, 0.2830, -2.3607], [0.0780, -2.3387, -1.1171], [3.1139, -2.0601, 1.8031], [-3.8125, -0.7003, 1.9181], [-0.8573, -2.1742, 3.2812], [1.3701, -6.2135, -0.5026], [5.9056, -0.1875, -0.0291], [5.6231, 4.2200, 0.8299], [-2.3936, -3.5797, 1.9359], [1.0578, -5.3816, -2.9796], [4.0411, -1.9390, -0.4055], [-0.7501, -4.0971, 1.1367], [-2.4737, -1.6209, -0.1629], [-0.7545, -5.2176, -0.7353], [1.3804, -3.5522, -2.4850], [-2.0636, -0.3865, 3.6194], [1.8718, 3.6133, -0.1384], [3.9535, 4.5511, -0.0066], [-4.3456, 1.9653, 0.2090], [-2.6608, 2.2685, 2.6153], [5.0281, 0.0579, -1.6792], [2.6878, 5.7885, -1.9243], [5.1152, 2.0481, -2.5636], [3.4332, 5.0544, 2.2554], [1.3557, -4.6704, 1.3554]]}

***

2.
{"formula": "C25H56ClN2O7", "method": "ωB97M-V with the def2-TZVPD basis set", "gap_ev": [8.94, 9.44], "homo_energy_ev": [-8.36, -9.19], "e_tot_ev": -56657.0774, "s2": 0.75, "spin_multiplicity": 2, "mol_weight_g_mol": 532.18, "species": ["Cl", "O", "O", "O", "O", "O", "O", "O", "N", "N", "C", "C", "C", "C", "C", "C", "C", "C", "C", "C", "C", "C", "C", "C", "C", "C", "C", "C", "C", "C", "C", "C", "C", "C", "C", "H", "H", "H", "H", "H", "H", "H", "H", "H", "H", "H", "H", "H", "H", "H", "H", "H", "H", "H", "H", "H", "H", "H", "H", "H", "H", "H", "H", "H", "H", "H", "H", "H", "H", "H", "H", "H", "H", "H", "H", "H", "H", "H", "H", "H", "H", "H", "H", "H", "H", "H", "H", "H", "H", "H", "H"], "xyz": [[2.1404, -0.9051, -0.1217], [-2.0061, 6.1601, 1.4975], [2.2818, 2.1209, -3.5080], [0.4030, 2.5308, -5.7491], [-2.6881, 8.5917, -0.0332], [-1.7996, -8.2940, -0.8739], [2.3158, 3.3717, 2.8840], [-3.1010, -10.3021, 0.8564], [2.2479, 2.3051, 2.0834], [1.4745, -2.2073, 2.1781], [-3.3919, -10.1209, -0.5338], [-0.1637, -3.7701, -0.3257], [-0.2234, 2.7335, 2.5852], [0.0254, -2.6328, 2.1905], [2.1619, 3.5122, -3.2321], [4.3408, 1.5682, 0.8419], [-1.2790, 6.9983, 2.3892], [-0.7060, -8.3058, 0.0374], [1.0084, 1.4802, -3.6225], [4.3176, 1.8428, 3.4621], [3.3623, 1.3435, 2.1805], [-1.4351, 8.4503, -0.6964], [0.8997, 1.8232, 1.7407], [1.5237, 2.9276, -6.5343], [0.5610, 2.1495, 0.1354], [-3.3389, 6.6300, 1.2787], [1.6872, -0.8025, 1.6713], [-3.4540, 7.3820, -0.0514], [-1.4498, -4.3749, -1.1837], [-3.5703, -9.2192, 1.6545], [0.5104, 0.2721, 2.0394], [0.6158, 1.2777, -5.0898], [3.0387, -0.2237, 2.4585], [-2.1654, -9.6100, -1.2973], [-0.7197, -2.6263, 0.7298], [2.8098, -0.3482, 3.6212], [-0.6553, -7.3276, 0.5253], [-0.9264, 7.5225, -0.4215], [0.2368, 2.0417, -3.0829], [4.7882, 2.6643, 0.9885], [1.3696, 0.6832, -5.6229], [1.5383, 2.3559, -7.4682], [-1.8723, -2.8664, 0.9150], [-0.1470, 1.2693, -0.2326], [-1.8338, -5.3522, -0.6631], [-4.4980, 7.6687, -0.2061], [-0.0203, 3.1552, -0.0110], [-3.0826, -9.2773, 2.6316], [-0.2162, 6.7531, 2.3009], [-1.4101, 8.0591, 2.1571], [-4.6527, -9.3089, 1.7947], [5.1333, 0.9979, 3.6082], [-1.2518, 2.1540, 2.4071], [-1.5885, 8.4781, -1.7803], [0.5054, -4.5930, 0.1680], [1.9072, 3.6567, -2.1773], [-0.7985, 9.2919, -0.4091], [1.5595, 2.0629, -0.4683], [5.2688, 0.8492, 0.8343], [1.8462, -2.3175, 3.1467], [-0.6374, -2.0717, 3.0086], [0.2268, -8.4730, -0.5107], [0.3319, 0.1834, 3.2168], [-3.6768, 7.2546, 2.1140], [4.8757, 2.8483, 3.2448], [-0.5337, 0.0617, 1.5475], [3.7040, 1.8565, 4.4863], [-3.6724, -11.1006, -0.9307], [0.0231, -3.7730, 2.5489], [3.1291, 3.9854, -3.4272], [1.4160, 3.9895, -6.7729], [-1.1487, -4.6221, -2.3122], [-2.4198, -9.5460, -2.3602], [-3.3373, -8.2485, 1.2089], [-3.1516, 6.7455, -0.8935], [-0.8207, -9.0723, 0.8092], [0.4946, -3.1759, -1.1206], [-0.3312, 0.7320, -5.1301], [-1.3223, -10.3033, -1.1959], [-0.6926, -1.6070, 0.1574], [-0.0496, 2.7078, 3.7452], [3.9958, -0.9085, 2.2660], [-1.5992, 6.8050, 3.4180], [1.0998, 0.4975, -3.1486], [1.4076, 3.9938, -3.8611], [3.7221, 1.5697, -0.1578], [2.4688, 2.7868, -6.0031], [-0.3799, 3.8007, 2.1330], [-4.2488, -9.4469, -0.6649], [-2.3203, -3.5675, -1.2493], [-3.9870, 5.7487, 1.2367]]}